No. 1
This record from the Open Molecules 2025 dataset describes C9H7IrN2O5 as an isolated structure. The level of theory is wB97M-V/def2-TZVPD.

Computed properties:
Expectation value of S²   6.02
E   -25479.804 eV
Total charge   +2
Highest occupied orbital energy (alpha / beta)   -13.57 / -18.45 eV
2S+1   5
Relative energy (zero: lowest compared OMol25 entry of this formula, charge and spin)   13.9 kcal per mole
Gap between HOMO and LUMO (alpha / beta)   6.2 / 6.3 eV

Each line ends with the Löwdin charge.
Cartesian coordinates (Å):
1 O -0.465 5.251 -0.300  0.119
2 C -0.336 4.124 -0.494  0.025
3 Ir 0.173 -0.731 -1.574  1.125
4 C 1.918 -1.401 -0.928  -0.251
5 O 2.917 -1.881 -0.604  0.169
6 C -0.215 -2.325 -2.608  -0.216
7 O -0.420 -3.248 -3.276  0.202
8 C 0.906 0.185 -3.116  -0.220
9 O 1.361 0.720 -4.035  0.205
10 C -1.625 0.072 -1.642  -0.270
11 O -2.681 0.541 -1.638  0.163
12 H -0.133 2.363 -0.866  0.038
13 C 1.344 0.847 1.401  0.044
14 C 0.221 -0.101 1.498  -0.283
15 N -0.349 -0.833 0.546  -0.061
16 C -1.389 -1.558 1.108  0.058
17 C -1.427 -1.250 2.440  0.130
18 N -0.411 -0.344 2.666  0.199
19 H 1.154 1.575 0.603  0.059
20 H 1.439 1.386 2.352  0.118
21 H 2.284 0.325 1.191  0.115
22 H -2.018 -2.217 0.525  0.158
23 H -2.082 -1.610 3.210  0.169
24 H -0.167 0.111 3.543  0.205


No. 2
This record from the Open Molecules 2025 dataset describes one molecule with the formula C9H7NO. The level of theory is wB97M-V/def2-TZVPD.

Computed properties:
E   -12979.922 eV
Total charge   0
Highest occupied orbital energy (alpha / beta)   -8.33 / -8.33 eV
Relative energy (zero: lowest compared OMol25 entry of this formula, charge and spin)   97.9 kcal per mole
Gap between HOMO and LUMO (alpha / beta)   7.2 / 7.2 eV

Each line ends with the Löwdin charge.
Cartesian coordinates (Å):
1 C 2.038 -0.885 0.055  -0.065
2 C 1.388 -2.168 -0.111  -0.072
3 C 1.321 0.266 0.038  -0.005
4 C 0.079 -2.212 -0.062  -0.045
5 C -0.145 0.231 0.050  -0.246
6 C -0.679 -1.026 0.011  -0.237
7 C -2.882 -0.232 0.293  -0.300
8 C -0.961 1.330 0.027  0.051
9 C -0.272 2.657 -0.299  -0.101
10 N -2.018 -1.109 0.164  0.154
11 O -3.931 0.265 0.445  0.165
12 H 3.071 -1.031 0.012  0.080
13 H 2.097 -3.032 -0.341  0.140
14 H 1.728 1.210 0.255  0.086
15 H -0.528 -3.214 0.063  0.161
16 H 0.664 2.538 -0.808  0.046
17 H -0.011 3.010 0.817  0.144
18 H -0.958 3.405 -0.610  0.044


No. 3
This record from the Open Molecules 2025 dataset describes one molecule with the formula C9H8. The level of theory is wB97M-V/def2-TZVPD.

Computed properties:
E   -9454.675 eV
Total charge   0
Highest occupied orbital energy (alpha / beta)   -8.50 / -7.98 eV
Relative energy (zero: lowest compared OMol25 entry of this formula, charge and spin)   154.8 kcal per mole
Gap between HOMO and LUMO (alpha / beta)   7.6 / 7.4 eV

Each line ends with the Löwdin charge.
Cartesian coordinates (Å):
1 C 2.218 1.162 0.210  -0.151
2 C 1.232 1.224 -0.665  -0.053
3 C 2.172 -1.174 0.239  -0.118
4 C 1.295 -1.176 -0.785  -0.037
5 C 2.221 0.020 1.045  0.102
6 C 0.491 -0.025 -0.727  -0.294
7 C -0.569 0.031 0.015  0.019
8 C -1.701 0.012 0.693  -0.100
9 C -3.119 0.062 0.069  -0.082
10 H 3.022 1.770 0.482  0.093
11 H 1.133 2.130 -1.245  0.118
12 H 2.655 -2.097 0.514  0.099
13 H 1.033 -2.124 -1.257  0.125
14 H -1.891 0.135 1.784  0.116
15 H -3.045 -0.074 -1.060  0.102
16 H -3.536 0.924 0.215  -0.003
17 H -3.612 -0.800 0.475  0.065


No. 4
This record from the Open Molecules 2025 dataset describes C9H8AsMoNO9S4 as an isolated structure. The level of theory is wB97M-V/def2-TZVPD.

Computed properties:
E   -135397.420 eV
Total charge   +2
Highest occupied orbital energy   -17.04 eV
Gap between HOMO and LUMO   6.8 eV

Each line ends with the Löwdin charge.
Cartesian coordinates (Å):
1 Mo 0.323 -0.730 0.958  1.620
2 O -2.636 0.861 -0.324  -0.193
3 As -2.698 -0.791 -0.762  1.128
4 O -2.988 -1.223 -2.262  -0.318
5 O -0.736 -1.053 -0.396  -0.522
6 C -3.390 -1.910 0.636  -0.237
7 C -4.470 -2.635 0.148  -0.052
8 C -5.218 -3.446 1.000  0.009
9 C -4.897 -3.530 2.342  0.013
10 C -3.805 -2.826 2.841  -0.004
11 C -3.054 -2.024 1.998  -0.262
12 S -1.637 -1.313 2.751  0.655
13 O -1.814 -1.183 4.137  -0.141
14 O -0.408 -2.119 2.304  -0.390
15 O -1.300 -0.041 1.975  -0.433
16 H -2.883 1.453 -1.059  0.111
17 H -4.741 -2.567 -0.899  0.121
18 H -6.057 -3.996 0.597  0.137
19 H -5.483 -4.142 3.014  0.138
20 H -3.536 -2.899 3.886  0.137
21 O 3.504 1.056 1.965  -0.211
22 S 2.123 1.190 2.213  0.337
23 O 1.513 2.237 2.928  -0.197
24 O 1.469 -0.163 2.501  -0.534
25 S 1.138 1.196 0.240  0.657
26 S 2.918 -4.052 -0.740  1.204
27 C 3.601 -3.485 0.723  -0.293
28 C 2.837 -2.516 1.265  -0.172
29 N 1.732 -2.197 0.487  -0.214
30 C 1.675 -2.941 -0.620  -0.415
31 H 4.516 -3.900 1.118  0.105
32 H 3.015 -1.990 2.188  0.124
33 H 0.895 -2.841 -1.360  0.095


No. 5
This record from the Open Molecules 2025 dataset describes a 2-piece molecular cluster, C9H8BrF3O7S2 overall. The level of theory is wB97M-V/def2-TZVPD.

Computed properties:
E   -123650.996 eV
Total charge   0
Structure (SMILES)   O=C1OC(=O)C(S(=O)(=O)C(F)(F)F)=C1Br.O=S1(=O)CCCC1
Highest occupied orbital energy   -10.31 eV
Gap between HOMO and LUMO   6.9 eV

Each line ends with the Löwdin charge.
Cartesian coordinates (Å):
1 O 0.555 5.500 1.630  0.047
2 C 0.756 4.384 0.900  -0.195
3 O -0.165 3.215 0.831  0.049
4 C 0.277 2.240 -0.198  -0.170
5 O -0.295 1.126 -0.662  0.062
6 C 1.753 2.767 -0.682  -0.123
7 S 3.009 1.931 -1.850  0.889
8 O 3.382 2.802 -3.073  -0.324
9 O 2.459 0.538 -2.343  -0.340
10 C 4.505 1.532 -0.730  -0.266
11 F 4.149 1.756 0.722  -0.018
12 F 5.614 2.483 -1.016  -0.005
13 F 4.907 0.095 -0.823  0.031
14 C 2.090 4.094 -0.028  -0.400
15 Br 3.759 5.210 -0.196  0.778
16 O -2.993 -2.659 2.900  -0.325
17 S -3.329 -3.145 1.578  0.669
18 O -4.444 -4.040 1.341  -0.332
19 C -3.472 -1.747 0.482  -0.235
20 C -2.060 -1.538 -0.045  -0.240
21 C -1.523 -2.934 -0.358  -0.218
22 C -1.857 -3.831 0.833  -0.230
23 H -3.860 -0.884 1.025  0.111
24 H -4.156 -2.024 -0.325  0.110
25 H -2.053 -0.893 -0.929  0.109
26 H -1.438 -1.066 0.724  0.115
27 H -2.014 -3.320 -1.259  0.120
28 H -0.446 -2.919 -0.551  0.118
29 H -2.053 -4.859 0.520  0.105
30 H -1.060 -3.815 1.582  0.107


No. 6
This record from the Open Molecules 2025 dataset describes an isolated ion of composition C9H8BrN2OS and charge +1. The level of theory is wB97M-V/def2-TZVPD.

Computed properties:
E   -95355.408 eV
Total charge   +1
Structure (SMILES)   CSc1on[n+](-c2ccccc2)c1Br
Highest occupied orbital energy   -12.58 eV
Relative energy (zero: lowest compared OMol25 entry of this formula, charge and spin)   0.0 kcal per mole
Gap between HOMO and LUMO   8.6 eV

Each line ends with the Löwdin charge.
Cartesian coordinates (Å):
1 C -1.799 1.360 4.692  -0.399
2 S -0.219 1.594 3.990  1.036
3 C -0.363 0.863 2.487  -0.464
4 O -1.320 0.327 1.843  0.017
5 N -1.016 -0.223 0.625  0.126
6 N 0.251 0.058 0.305  -0.106
7 C 0.806 -0.417 -0.961  -0.213
8 C 2.145 -0.877 -1.009  -0.087
9 C 2.648 -1.108 -2.253  -0.059
10 C 1.961 -0.644 -3.438  -0.027
11 C 0.644 -0.208 -3.350  -0.036
12 C 0.062 -0.256 -2.077  -0.018
13 C 0.946 0.700 1.205  -0.591
14 Br 2.640 1.335 1.214  0.946
15 H -2.124 0.279 4.870  0.093
16 H -2.619 1.823 4.247  0.023
17 H -1.933 1.856 5.744  0.110
18 H 2.553 -1.323 0.019  0.160
19 H 3.652 -1.538 -2.374  0.121
20 H 2.484 -0.517 -4.427  0.134
21 H 0.036 0.076 -4.151  0.100
22 H -1.027 -0.248 -1.957  0.132


No. 7
This record from the Open Molecules 2025 dataset describes a 2-piece molecular cluster, C9H8BrNO3 overall. The level of theory is wB97M-V/def2-TZVPD.

Computed properties:
E   -87132.927 eV
Total charge   0
Structure (SMILES)   CC(=C=O)[N+](=O)[O-].Brc1ccccc1
Highest occupied orbital energy   -9.42 eV
Relative energy (zero: lowest compared OMol25 entry of this formula, charge and spin)   123.0 kcal per mole
Gap between HOMO and LUMO   9.1 eV

Each line ends with the Löwdin charge.
Cartesian coordinates (Å):
1 C -0.617 1.375 -2.340  -0.042
2 C -0.034 1.809 -1.073  -0.240
3 C 1.200 2.233 -0.788  -0.120
4 O 2.191 2.543 -0.281  0.214
5 N -0.927 1.969 0.077  -0.367
6 O -2.072 1.520 0.017  0.059
7 O -0.577 2.703 0.975  0.070
8 H -1.791 1.409 -2.248  0.127
9 H -0.535 2.085 -3.222  0.105
10 H -0.208 0.348 -2.414  0.086
11 Br 2.820 -0.751 -0.867  0.711
12 C 1.254 -1.191 0.252  -0.604
13 C 0.553 -2.331 -0.021  -0.158
14 C -0.511 -2.636 0.694  -0.104
15 C -0.935 -1.848 1.743  -0.042
16 C -0.170 -0.701 1.993  -0.066
17 C 0.911 -0.321 1.230  -0.154
18 H 0.978 -2.975 -0.795  0.112
19 H -0.973 -3.567 0.475  0.108
20 H -1.741 -2.102 2.357  0.092
21 H -0.337 -0.110 2.917  0.127
22 H 1.521 0.539 1.318  0.087


No. 8
This record from the Open Molecules 2025 dataset describes C9H8ClNS2 as an isolated structure. The level of theory is wB97M-V/def2-TZVPD.

Computed properties:
E   -45143.648 eV
Total charge   0
Highest occupied orbital energy   -8.49 eV
Relative energy (zero: lowest compared OMol25 entry of this formula, charge and spin)   0.0 kcal per mole
Gap between HOMO and LUMO   8.5 eV

Each line ends with the Löwdin charge.
Cartesian coordinates (Å):
1 C -0.319 -2.380 -0.883  -0.052
2 C -0.970 -1.261 -0.276  -0.215
3 C -2.202 -1.281 0.507  -0.036
4 C -2.859 -0.120 1.040  -0.663
5 C -2.267 1.162 0.994  -0.083
6 C -1.064 1.193 0.263  -0.042
7 C -0.555 0.067 -0.447  -0.167
8 C 1.883 0.669 -0.665  -0.933
9 C 3.970 1.802 0.053  -0.679
10 H -0.209 -2.235 -1.847  0.034
11 H 0.700 -2.679 -0.503  0.121
12 H -0.908 -3.254 -0.688  0.084
13 H -2.794 -2.136 0.852  0.092
14 H -2.922 1.958 1.312  0.099
15 H -0.639 2.118 0.104  0.074
16 H 4.267 2.924 -0.105  0.075
17 H 4.838 1.305 0.485  0.013
18 N 0.796 0.183 -1.156  0.034
19 S 2.287 1.468 0.905  0.794
20 S 3.486 0.827 -1.466  0.801
21 Cl -4.520 -0.330 1.519  0.650


No. 9
This record from the Open Molecules 2025 dataset describes a 2-piece molecular cluster, C9H8F13O5S overall. The level of theory is wB97M-V/def2-TZVPD.

Computed properties:
E   -65858.398 eV
Total charge   -1
Highest occupied orbital energy   -2.55 eV
Gap between HOMO and LUMO   5.0 eV

Each line ends with the Löwdin charge.
Cartesian coordinates (Å):
1 O 1.042 2.263 -1.843  -0.376
2 S 0.859 2.794 -0.531  0.966
3 O 2.171 2.336 0.390  -0.344
4 O 3.209 1.930 -0.462  -0.081
5 O -0.342 1.858 0.145  -0.354
6 C -1.603 2.526 0.136  -0.243
7 C -2.593 1.777 -0.745  -0.037
8 C -3.479 0.778 -0.037  -0.484
9 F -3.893 1.353 1.112  0.122
10 F -4.590 0.561 -0.724  0.154
11 C -2.814 -0.542 0.395  -0.366
12 F -3.704 -1.178 1.170  0.158
13 F -1.786 -0.253 1.176  0.188
14 C -2.449 -1.530 -0.740  -0.388
15 F -2.654 -0.925 -1.916  0.156
16 F -3.225 -2.570 -0.768  0.206
17 C -0.935 -1.934 -0.780  -0.368
18 F -0.250 -0.851 -1.075  0.192
19 F -0.851 -2.724 -1.849  0.170
20 C -0.423 -2.755 0.436  -0.356
21 F 0.235 -3.792 -0.041  0.176
22 F -1.438 -3.283 1.107  0.177
23 C 0.514 -2.068 1.489  -0.609
24 F 1.399 -2.973 1.865  0.191
25 F 1.169 -1.034 1.056  0.227
26 F -0.136 -1.742 2.571  0.199
27 H 3.524 1.079 -0.073  0.084
28 H -1.434 3.493 -0.349  0.095
29 H -1.958 2.751 1.136  0.126
30 H -2.062 1.359 -1.592  0.133
31 H -3.263 2.519 -1.176  0.137
32 C 6.331 0.171 0.120  -0.512
33 O 5.458 0.870 0.868  -0.414
34 H 6.757 -0.759 0.587  0.023
35 H 5.953 -0.222 -0.863  0.025
36 H 7.261 0.716 -0.196  0.025


Q: What is the formula in the first record?
A: C9H7IrN2O5